{
  "formula": "C2H4NO2",
  "method": "ωB97M-V/def2-TZVPD",
  "elements": ["C", "C", "N", "O", "O", "H", "H", "H", "H"],
  "coordinates": [[-1.658656, 0.457658, -0.176996], [-0.247653, -0.060072, -0.331362], [1.045526, 0.286998, 0.407112], [-2.507150, 1.179147, -0.460084], [-1.184946, -0.582460, 0.503739], [0.676331, -2.121418, -1.693874], [1.746623, 0.292629, -0.294515], [1.295708, -0.580568, 1.042546], [0.834219, 1.128087, 1.003430]],
  "atomic_forces_ev_per_a": [[2.4036, 0.6132, -1.5408], [0.9562, 0.4422, -0.6821], [-2.3290, -2.3060, 2.1307], [-1.0382, 0.0879, 0.4171], [-1.6162, -1.7040, 2.0299], [-0.1545, 0.3804, 0.1941], [1.2704, 1.0356, -0.6992], [-0.6512, 2.0345, -1.1354], [1.1589, -0.5838, -0.7142]],
  "nbo_charge": [0.794, 0.265, -0.755, -0.360, -0.398, 0.038, 0.469, 0.475, 0.474],
  "total_charge": 1,
  "homo_lumo_gap_ev": [10.27, 9.07],
  "total_energy_ev": -7709.3106,
  "relative_energy_kcal_mol": 153.3,
  "multiplicity": 1
}


{
  "formula": "C23H18N6O7P2SW",
  "method": "ωB97M-V/def2-TZVPD",
  "elements": ["W", "C", "C", "C", "C", "N", "C", "N", "C", "N", "C", "N", "C", "C", "C", "C", "C", "N", "C", "C", "C", "C", "C", "C", "H", "H", "H", "H", "H", "H", "H", "H", "H", "H", "H", "H", "O", "P", "O", "O", "O", "P", "O", "O", "O", "H", "H", "S", "C", "C", "C", "C", "C", "N", "H", "H", "H", "H"],
  "coordinates": [[-0.142769, -0.617938, 0.446558], [3.765504, -2.041261, -0.838776], [4.422280, -1.051105, -1.582254], [3.621481, -0.040639, -2.052556], [2.185768, -0.080527, -1.867913], [1.671042, -0.971543, -0.981964], [2.407061, -2.019632, -0.646942], [1.443578, 0.647305, -2.688226], [0.165985, 0.879647, -2.450628], [-0.570851, 0.720340, -1.282271], [-1.422818, 1.853032, -1.179042], [-1.765472, 2.545919, -0.132642], [-1.476387, 2.335926, 1.151199], [-1.601935, 3.438057, 2.095869], [-1.317944, 3.210641, 3.425750], [-1.104222, 1.915544, 3.880437], [-1.001746, 0.908740, 2.922276], [-0.977619, 1.150841, 1.603528], [-1.452497, 2.468189, -2.505450], [-2.037145, 3.694431, -2.929221], [-1.823162, 4.122087, -4.218649], [-0.816132, 3.555846, -4.979034], [-0.034079, 2.538344, -4.467478], [-0.487188, 1.886141, -3.302688], [4.277934, -2.961690, -0.514910], [5.509653, -0.984193, -1.645844], [4.076346, 0.802210, -2.583754], [1.866924, -2.922131, -0.331138], [-1.922633, 4.408143, 1.734380], [-1.351107, 4.052781, 4.080589], [-1.084292, 1.701123, 4.951829], [-0.910447, -0.152244, 3.271520], [-2.590629, 4.348532, -2.277210], [-2.339698, 4.991581, -4.640795], [-0.650013, 3.937053, -5.985060], [0.916344, 2.281560, -4.921483], [-1.727468, -4.534002, -1.487459], [-1.758218, -2.901851, -1.450594], [-2.101680, -2.417952, -2.812940], [-0.418181, -2.521770, -0.763776], [-2.988143, -2.639609, -0.394258], [-2.983434, -1.658412, 0.888170], [-3.762552, -2.408898, 2.104596], [-3.642126, -0.385398, 0.437980], [-1.582068, -1.545756, 1.578086], [-1.618367, -4.779515, -2.404213], [-4.606434, -2.847378, 1.789439], [2.152767, 0.709776, 1.534410], [1.977167, -0.794524, 2.336692], [2.547765, -1.125621, 3.576641], [2.331148, -2.355433, 4.214991], [1.483096, -3.229852, 3.518961], [0.831868, -2.866965, 2.305012], [1.116962, -1.654659, 1.794905], [3.104945, -0.272780, 3.904407], [2.819312, -2.608609, 5.152484], [1.267777, -4.245977, 3.867783], [0.106724, -3.465899, 1.750702]],
  "atomic_forces_ev_per_a": [[1.6725, 0.8722, -2.7271], [0.5773, -1.9175, -0.2454], [-0.6650, 0.8662, 1.2795], [-0.3816, 0.2386, -0.3481], [2.3569, -1.5410, 0.9823], [-1.3847, 1.0333, -0.5228], [0.9642, -0.8977, 0.0581], [-2.6245, 0.8904, -0.1312], [1.3480, 0.8105, 0.3268], [0.0467, -0.0228, 1.3527], [1.3458, -0.0482, 0.7095], [-0.3830, -0.0286, -2.1140], [0.9094, 0.1825, 1.9058], [0.2329, -1.5951, -0.9428], [-0.3809, 0.1518, -0.9074], [-0.1413, -0.7181, -0.3463], [0.4997, -0.2475, 1.8840], [-0.9612, -0.9088, -0.3028], [-1.1034, 2.0407, -1.1800], [-0.0474, -0.8991, 0.6653], [-0.0690, 0.5414, -0.2342], [0.2264, -0.2584, -0.6084], [-0.1524, -0.9019, 0.3888], [0.2360, 0.7804, -0.2585], [-0.1144, 0.6137, -0.2211], [-0.3691, -0.2362, -0.1999], [-0.5380, -0.3743, -0.0679], [0.3223, 0.6911, 0.4129], [0.1012, -0.1983, -0.1005], [-0.0360, 0.2911, 0.5570], [0.1262, -0.1044, -0.5024], [0.1492, 1.1384, -0.5880], [-0.4119, -0.3799, 0.3419], [0.0891, -0.3287, 0.4231], [0.2873, 0.0400, 0.2860], [-0.2788, -0.3814, -0.1295], [-0.0062, 0.9637, 0.8626], [-0.1367, -1.0130, -1.4591], [0.5263, 0.0858, 1.3934], [-1.2929, 1.5078, 1.0776], [1.2371, -0.3808, 0.7705], [-2.2468, 2.0398, 0.2283], [-0.8603, -0.8263, -1.7349], [1.2475, -1.5084, 0.8891], [0.1568, 0.0377, -1.4492], [-0.0894, -0.1684, -0.4785], [1.3418, 0.8440, 0.5096], [-1.1422, -0.1870, -0.6026], [0.0060, -0.6090, 1.1303], [0.1851, -0.0425, -0.0394], [-0.1779, 1.1910, -1.7252], [-1.2038, -1.1942, -1.1770], [1.7273, 0.4089, 2.0414], [-1.5852, -0.7955, -0.4691], [0.6410, -0.1408, 1.0059], [-0.2475, 0.0167, -0.1753], [0.1739, 0.4953, 0.1314], [0.2979, 0.0811, 0.3749]],
  "nbo_charge": [1.816, -0.274, -0.151, -0.241, 0.427, -0.530, 0.057, -0.505, 0.485, -0.706, 0.524, -0.503, 0.416, -0.225, -0.143, -0.274, 0.095, -0.534, -0.094, -0.149, -0.206, -0.196, -0.185, -0.003, 0.221, 0.227, 0.232, 0.231, 0.237, 0.221, 0.233, 0.231, 0.229, 0.220, 0.219, 0.234, -0.991, 2.534, -1.095, -1.117, -1.073, 2.527, -0.978, -1.086, -1.090, 0.507, 0.513, -0.095, 0.069, -0.259, -0.143, -0.275, 0.075, -0.604, 0.233, 0.236, 0.229, 0.247],
  "homo_lumo_gap_ev": [6.58, 6.84],
  "total_energy_ev": -78662.4461,
  "multiplicity": 3
}